Entry from OMol25: a cluster of 2 separate species, C2H8NO in total at a distorted geometry (ωB97M-V/def2-TZVPD).

XYZ file:
```
12
Properties=species:S:1:pos:R:3
H 0.031 -2.210 0.696
H 0.867 1.061 2.007
N 0.267 -0.071 0.352
H -1.396 -1.295 1.044
C 0.763 0.923 0.943
H 0.154 0.876 -3.245
H 1.026 1.927 0.506
C -0.331 -1.241 1.029
O -0.263 0.560 -2.445
H 0.149 -0.183 -0.644
H -0.103 -1.173 2.091
H -1.164 0.826 -2.332
```

Its spin multiplicity is 1. For the LUMO energy, the calculation gives -5.1 eV. The value obtained for the energy above the lowest of the compared OMol25 structures with the same formula, charge and spin is 27.9 kcal/mol. The orbital gap is 11.1 eV. As for the total energy: -5733.674 eV. Its net charge is +1.